Here is 3 unconnected molecules or ions with the total composition C35H70BN3O4P from the OMol25 dataset. Energies are from ωB97M-V/def2-TZVPD.

Each atom is followed by the atoms it is bonded to, with distances in Å.
Cartesian coordinates (Å):
1 C 1.22055 3.35994 2.05445  C2 1.512, H33 1.089, H34 1.095, H35 1.082
2 C 1.92311 2.09079 2.48206  C1 1.512, O3 1.433, H36 1.086, H37 1.085
3 O 1.02302 0.98616 2.63785  C2 1.433, B4 1.366
4 B 0.65698 0.31053 1.50839  O3 1.366, O5 1.349, C6 1.613
5 O 1.55538 0.01551 0.54646  B4 1.349, H38 0.967
6 C -0.88876 -0.14736 1.46344  B4 1.613, N7 1.536, C22 1.542, H39 1.088
7 N -1.67151 0.93295 2.22466  C6 1.536, C8 1.501, H40 1.024, H41 1.016
8 C -3.08756 1.00639 1.73369  N7 1.501, C9 1.514, C12 1.548, H42 1.090
9 C -3.56088 2.42084 1.47582  C8 1.514, C10 1.527, H43 1.083, H44 1.090
10 C -3.49259 3.27745 2.73758  C9 1.527, O11 1.408, H45 1.096, H46 1.091
11 O -4.47557 2.85141 3.65182  C10 1.408, H47 0.960
12 C -3.10653 -0.09310 0.64371  C8 1.548, C13 1.529, C22 1.603, H48 1.090
13 C -4.26526 -0.11280 -0.35310  C12 1.529, C14 1.533, H49 1.087, H50 1.088
14 C -5.48182 -0.86652 0.19693  C13 1.533, C15 1.532, H51 1.089, H52 1.087
15 C -6.37678 -0.00945 1.09705  C14 1.532, C16 1.542, H53 1.085, H54 1.087
16 C -7.09002 -0.80591 2.20864  C15 1.542, N17 1.483, H55 1.088, H56 1.082
17 N -6.37807 -0.65633 3.50046  C16 1.483, C18 1.477, C19 1.402
18 C -5.70542 -1.90866 3.89973  N17 1.477, H57 1.087, H58 1.082, H59 1.090
19 C -7.21104 -0.10243 4.48320  N17 1.402, C20 1.506, O21 1.198
20 C -7.15317 -0.56937 5.91357  C19 1.506, H60 1.085, H61 1.083, H62 1.082
21 O -7.96039 0.78599 4.19334  C19 1.198
22 C -1.60509 -0.23606 0.10045  C6 1.542, C12 1.603, C23 1.533, P31 1.847
23 C -1.54942 -1.64830 -0.49337  C22 1.533, C24 1.515, H63 1.088, H64 1.086
24 C -0.15279 -2.22104 -0.62671  C23 1.515, C25 1.395, C30 1.397
25 C 0.68246 -1.99979 -1.72215  C24 1.395, C26 1.396, H65 1.081
26 C 1.95635 -2.56669 -1.79902  C25 1.396, C27 1.396, H66 1.080
27 C 2.44039 -3.38950 -0.77987  C26 1.396, C28 1.501, C29 1.396
28 C 3.79646 -4.02610 -0.88014  C27 1.501, H67 1.086, H68 1.084, H69 1.085
29 C 1.60527 -3.61001 0.31665  C27 1.396, C30 1.395, H70 1.081
30 C 0.33402 -3.04134 0.39355  C24 1.397, C29 1.395, H71 1.083
31 P -1.44055 1.17978 -1.07426  C22 1.847, N32 1.564, H72 1.423, H73 1.401
32 N -1.04661 0.85487 -2.55300  P31 1.564, H74 1.011
33 H 0.33561 3.54392 2.66154  C1 1.089
34 H 0.86776 3.25678 1.02320  C1 1.095
35 H 1.89203 4.20815 2.07593  C1 1.082
36 H 2.35564 2.27748 3.46082  C2 1.086
37 H 2.76135 1.88001 1.82598  C2 1.085
38 H 1.18343 -0.10272 -0.33812  O5 0.967
39 H -1.15170 -1.06139 1.99078  C6 1.088
40 H -1.26533 1.81808 1.90966  N7 1.024
41 H -1.57347 0.90826 3.23517  N7 1.016
42 H -3.77326 0.63904 2.49730  C8 1.090
43 H -4.59057 2.41763 1.14085  C9 1.083
44 H -2.96512 2.95497 0.73526  C9 1.090
45 H -2.47657 3.26825 3.14937  C10 1.096
46 H -3.67147 4.30595 2.42183  C10 1.091
47 H -4.15583 3.02390 4.54095  O11 0.960
48 H -3.25511 -0.99896 1.23130  C12 1.090
49 H -3.97053 -0.61256 -1.27196  C13 1.087
50 H -4.58960 0.88566 -0.64059  C13 1.088
51 H -5.17137 -1.75987 0.73661  C14 1.089
52 H -6.08498 -1.21837 -0.63660  C14 1.087
53 H -5.77240 0.72670 1.61602  C15 1.085
54 H -7.10428 0.54981 0.51367  C15 1.087
55 H -7.08045 -1.85051 1.90567  C16 1.088
56 H -8.12767 -0.50730 2.27749  C16 1.082
57 H -6.33670 -2.59044 4.46423  C18 1.087
58 H -5.30374 -2.42346 3.03660  C18 1.082
59 H -4.85080 -1.66744 4.53121  C18 1.090
60 H -7.17084 0.33243 6.51672  C20 1.085
61 H -8.05490 -1.11490 6.16364  C20 1.083
62 H -6.26067 -1.11849 6.18476  C20 1.082
63 H -2.00856 -1.64606 -1.47974  C23 1.088
64 H -2.13587 -2.34167 0.10185  C23 1.086
65 H 0.36323 -1.39808 -2.56104  C25 1.081
66 H 2.57440 -2.37764 -2.66382  C26 1.080
67 H 3.74498 -5.04882 -0.51907  C28 1.086
68 H 4.55729 -3.46944 -0.34458  C28 1.084
69 H 4.06116 -4.09706 -1.93039  C28 1.085
70 H 1.97099 -4.26066 1.09804  C29 1.081
71 H -0.26802 -3.27999 1.26120  C30 1.083
72 H -0.49812 2.03475 -0.43754  P31 1.423
73 H -2.64953 1.88818 -1.04837  P31 1.401
74 H -0.95520 -0.14350 -2.68090  N32 1.011
75 C -0.49592 -0.47549 -5.48205  C76 1.525, H81 1.092, H82 1.089, H83 1.095
76 C -0.45832 -0.71654 -6.98779  C75 1.525, C77 1.528, H84 1.093, H85 1.093
77 C 0.28115 -1.99471 -7.38033  C76 1.528, C78 1.530, H86 1.093, H87 1.095
78 C 1.75980 -2.02869 -6.99040  C77 1.530, C79 1.528, H88 1.094, H89 1.095
79 C 2.60135 -0.88348 -7.55104  C78 1.528, C80 1.526, H90 1.093, H91 1.094
80 C 2.65230 -0.85782 -9.07592  C79 1.526, H92 1.092, H93 1.091, H94 1.091
81 H 0.50700 -0.34503 -5.07002  C75 1.092
82 H -1.06279 0.42354 -5.24418  C75 1.089
83 H -0.97244 -1.31826 -4.97000  C75 1.095
84 H -0.01087 0.14870 -7.48323  C76 1.093
85 H -1.48400 -0.78382 -7.35924  C76 1.093
86 H 0.18484 -2.14183 -8.45914  C77 1.093
87 H -0.21905 -2.85123 -6.91659  C77 1.095
88 H 2.18444 -2.97930 -7.32754  C78 1.094
89 H 1.84960 -2.03229 -5.89907  C78 1.095
90 H 3.61985 -0.98355 -7.16673  C79 1.093
91 H 2.22931 0.07602 -7.18098  C79 1.094
92 H 3.05729 -1.79307 -9.46702  C80 1.092
93 H 3.29208 -0.04660 -9.42505  C80 1.091
94 H 1.66403 -0.70614 -9.51180  C80 1.091
95 C 5.22965 0.15251 2.34485  C96 1.526, H101 1.092, H102 1.092, H103 1.091
96 C 6.32159 0.71919 1.44115  C95 1.526, C97 1.527, H104 1.094, H105 1.093
97 C 7.69943 0.74847 2.09921  C96 1.527, C98 1.530, H106 1.093, H107 1.094
98 C 7.79768 1.62793 3.34673  C97 1.530, C99 1.528, H108 1.094, H109 1.094
99 C 7.41579 3.09207 3.13484  C98 1.528, C100 1.526, H110 1.093, H111 1.095
100 C 8.31366 3.81653 2.13583  C99 1.526, H112 1.091, H113 1.091, H114 1.091
101 H 5.08967 0.76272 3.23953  C95 1.092
102 H 4.27624 0.11870 1.81247  C95 1.092
103 H 5.47226 -0.86426 2.65897  C95 1.091
104 H 6.03942 1.72305 1.11003  C96 1.094
105 H 6.38259 0.10666 0.53796  C96 1.093
106 H 8.43556 1.07717 1.36115  C97 1.093
107 H 7.98490 -0.27224 2.37122  C97 1.094
108 H 8.82346 1.58007 3.72316  C98 1.094
109 H 7.17028 1.20950 4.13923  C98 1.094
110 H 7.47421 3.60601 4.09759  C99 1.093
111 H 6.37268 3.16841 2.81150  C99 1.095
112 H 9.35575 3.78617 2.45828  C100 1.091
113 H 8.02373 4.86434 2.04706  C100 1.091
114 H 8.25239 3.37415 1.14056  C100 1.091

HOMO-LUMO gap ... 8.793 eV
Total charge ... +1